Record 1
8
Properties=species:S:1:pos:R:3:forces:R:3:mulliken_spin:R:1 method="wB97M-V/def2-TZVPD" energy_ha=-1627.9116 spin_multiplicity=5 homo_energy_ha="-0.7202 / -0.7201" charge=+2 gap_ha="0.247 / 0.203" e_above_lowest_ev=2.7735 s_squared=6.007
F -0.364089 1.832026 0.556197 -0.1 -0.1 -1.4 0.00
O -1.498436 -0.090430 0.453696 -0.1 1.4 -0.8 0.00
C -1.217781 -1.382316 0.496073 0.4 -0.6 -0.7 0.00
C -0.445396 0.671622 0.000883 0.6 -1.7 3.5 -0.01
O 0.051926 -1.467774 -0.127172 -0.7 -0.6 -0.6 0.00
C 0.578362 -0.264272 -0.360785 1.0 3.4 1.0 -0.01
Fe 2.654804 0.015495 0.296884 -0.9 -0.3 -0.7 4.01
H 0.240608 0.685650 -1.315778 -0.2 -1.6 -0.3 0.00

=====

Record 2
8
Properties=species:S:1:pos:R:3:forces:R:3:mulliken_spin:R:1 method="wB97M-V/def2-TZVPD" energy_ha=-536.7236 spin_multiplicity=2 homo_energy_ha="-0.7403 / -0.7347" charge=+2 gap_ha="0.274 / 0.195" s_squared=0.756
H 1.641338 -1.097628 0.077724 -1.4 -0.2 1.1 0.00
O -0.100671 1.018858 -0.903320 -0.4 1.4 -0.4 0.00
O -0.154265 -0.142686 0.907783 -2.2 2.6 0.9 -0.02
C 0.650019 -0.108566 -1.268818 -0.9 0.3 -1.3 0.05
C 0.499320 -0.950165 -0.064958 1.0 -2.7 -1.4 0.02
C -0.585893 0.960114 0.315015 4.6 -6.3 -1.2 0.24
F -0.218485 -2.115843 -0.242249 1.4 2.1 0.5 0.00
Tl -1.731364 2.435916 1.178822 -2.2 2.8 1.7 0.72

=====

Record 3
6
Properties=species:S:1:pos:R:3:forces:R:3:lowdin_charge:R:1 method="wB97M-V/def2-TZVPD" energy_ha=-487.5221 homo_energy_ha="-0.3478 / -0.3482" gap_ha="0.210 / 0.211" e_above_lowest_ev=6.5064
C -1.352138 -0.695889 0.011361 5.1 5.6 -0.1 -0.20
C -2.102224 -1.601272 0.024192 -4.5 -5.3 0.1 -0.08
C 0.690197 0.756608 -0.003172 1.6 -0.1 0.0 -0.74
O 0.620277 1.893478 0.006924 -1.0 1.1 0.0 0.11
I 2.473484 -0.319204 -0.021860 0.0 -0.6 0.0 0.99
H -0.329595 -0.033721 -0.017447 -1.2 -0.8 0.0 -0.08

=====

Record 4
8
Properties=species:S:1:pos:R:3:forces:R:3:lowdin_charge:R:1 method="wB97M-V/def2-TZVPD" energy_ha=-530.6271 homo_energy_ha=-0.2907 gap_ha=0.270 e_above_lowest_ev=0.0000
O -0.446351 -1.233754 0.046418 0.1 -0.7 -1.0 -0.09
C -1.777202 -0.875467 -0.058830 -0.2 0.0 0.2 -0.16
H -2.516861 -1.549898 0.365143 0.2 0.2 -0.3 0.12
C -2.135186 0.282633 -0.600104 -0.1 1.5 1.6 -0.17
O -2.442143 1.415805 -0.725518 0.0 -1.4 -0.9 0.13
C 0.355360 -0.110631 -0.041680 -1.4 1.3 1.4 -0.32
O 1.204019 -0.238119 -0.937972 -0.5 -2.8 -0.5 -0.40
In 2.588879 1.074033 -1.387749 1.9 1.9 -0.5 0.87

=====

Record 5
8
Properties=species:S:1:pos:R:3:forces:R:3:lowdin_charge:R:1 method="wB97M-V/def2-TZVPD" energy_ha=-940.3642 homo_energy_ha=-0.2060 gap_ha=0.154 e_above_lowest_ev=3.4654
H -1.002371 1.896718 -0.425863 1.0 -0.1 -0.2 0.01
O 0.593746 -1.336560 0.576490 -0.2 -0.8 0.3 -0.22
C 0.197865 -0.175977 0.210266 1.1 1.0 0.3 -0.56
C 0.913352 0.888744 -0.219408 1.1 -0.7 0.9 -0.19
O 1.672275 1.802570 -0.261847 -0.2 0.1 -0.1 0.08
O -1.159895 -0.059662 -0.221369 -1.0 0.0 -1.6 -0.12
K 0.227001 -4.021634 1.279104 0.1 1.1 -0.3 0.94
C -1.441973 1.005800 -0.937374 -2.0 -0.6 0.8 0.06

=====

Record 6
10
Properties=species:S:1:pos:R:3:forces:R:3:mulliken_spin:R:1 method="wB97M-V/def2-TZVPD" energy_ha=-1507.3565 spin_multiplicity=3 homo_energy_ha="-0.8000 / -0.7656" charge=+3 gap_ha="0.348 / 0.251" e_above_lowest_ev=3.2362 s_squared=2.009
O 1.970454 0.170999 -1.244956 0.6 0.1 -0.8 0.00
C 0.765440 0.368345 -1.012947 1.2 4.1 1.8 0.01
O 0.099744 1.300392 -0.653000 0.3 -1.3 -0.9 0.00
Tm 4.140976 1.104794 -1.380195 -0.6 -0.3 -0.2 1.00
O 0.127130 -0.958815 -0.773050 -3.8 -4.4 -0.6 0.04
C -0.617749 -1.226749 0.372006 1.4 -0.5 -1.6 0.45
C -1.051085 -0.305227 1.147689 -2.9 3.1 5.8 0.24
O -1.617809 0.212138 2.094426 2.5 -1.9 -4.1 0.26
Li -3.192833 0.674249 2.846484 -0.9 0.3 0.6 0.00
H -0.624272 -1.340123 -1.396453 2.2 0.7 -0.1 0.00

=====

Record 7
5
Properties=species:S:1:pos:R:3:forces:R:3:lowdin_charge:R:1 method="wB97M-V/def2-TZVPD" energy_ha=-169.5621 smiles=C#CC#N homo_energy_ha=-0.4048 gap_ha=0.420 e_above_lowest_ev=0.5331
C -1.195135 -0.061596 0.174354 0.1 -0.3 -0.5 0.15
C -0.109936 -0.180055 -0.325846 -0.9 -0.1 0.1 -0.14
C 1.258047 -0.079962 -0.467089 0.4 0.9 1.6 -0.23
N 2.222408 0.304516 0.045548 0.5 -0.5 -1.2 0.18
H -2.175385 0.017098 0.573035 -0.1 0.0 0.0 0.04

=====

Record 8
8
Properties=species:S:1:pos:R:3:forces:R:3:lowdin_charge:R:1 method="wB97M-V/def2-TZVPD" energy_ha=-354.1030 homo_energy_ha="-0.3559 / -0.3558" gap_ha="0.199 / 0.199" e_above_lowest_ev=7.1841
C -0.571598 0.151481 2.164126 1.0 -0.7 -3.4 -0.33
C 0.430629 1.241539 -0.869424 0.1 2.4 0.3 -0.10
C 0.404551 -0.109340 -0.859733 0.0 -4.6 1.4 -0.22
N -0.882098 0.501704 3.206162 -0.6 0.6 1.9 -0.14
N 0.431867 2.399472 -0.861017 0.0 -0.6 -0.2 0.29
N -0.193108 -1.251927 -1.315359 -1.4 0.6 -1.1 0.20
O 1.185024 -1.185553 -0.803129 0.7 2.0 0.5 0.14
H -0.805268 -1.747377 -0.661626 0.2 0.3 0.5 0.15